C9H12BrCl2N5ReS as an isolated structure, computed with ωB97M-V/def2-TZVPD.

Properties
* E: -124977.91798 eV
* spin multiplicity: 4
* net charge: +4

Positions of all 31 atoms, in Å:
Re -0.223 -0.728 -0.790
C -5.174 0.231 -2.378
C -3.937 0.996 -2.006
N -3.907 2.283 -2.075
N -2.643 2.689 -1.760
C -1.869 1.646 -1.483
S -0.313 1.594 -0.815
N -2.653 0.482 -1.693
N -2.397 -0.608 -0.839
H -5.858 0.078 -1.569
H -4.984 -0.797 -2.779
H -5.706 0.740 -3.237
H -2.390 3.690 -1.705
H -2.847 -0.525 0.157
H -2.742 -1.448 -1.250
Br 3.361 -3.420 -1.428
C 2.742 -2.414 -0.028
C 3.316 -2.210 1.262
C 2.494 -1.643 2.242
C 1.142 -1.464 2.026
N 0.640 -1.602 0.716
C 1.487 -1.905 -0.293
H 4.404 -2.394 1.502
H 2.901 -1.567 3.285
H 0.391 -1.235 2.689
H 1.047 -1.915 -1.315
Cl 4.770 3.610 3.872
C 4.821 2.276 2.594
Cl 3.545 1.060 2.710
H 5.753 1.735 2.774
H 4.831 2.766 1.611

=====

C9H12BrF3FeN3O5S as an isolated structure, computed with ωB97M-V/def2-TZVPD.

Properties
* spin multiplicity: 5
* net charge: +1
* energy above the lowest of the compared OMol25 structures with the same formula, charge and spin: 42.7 kJ/mol

Positions of all 35 atoms, in Å:
Fe 0.145 1.182 -0.283
C -4.529 1.193 -2.539
O -3.733 0.766 -1.412
C -2.476 1.110 -1.297
O -1.853 0.798 -0.270
N -1.924 1.827 -2.320
N -0.561 2.139 -2.223
H -5.539 0.870 -2.316
H -4.182 0.701 -3.448
H -4.505 2.278 -2.629
H -2.388 1.970 -3.203
H -0.422 3.138 -2.346
H -0.027 1.634 -2.931
C 0.961 -3.754 2.717
C 0.678 -2.278 2.701
C 0.754 -1.493 3.843
C 0.513 -0.127 3.784
C 0.203 0.376 2.544
Br -0.081 2.238 2.266
N 0.116 -0.327 1.431
C 0.350 -1.639 1.512
H 1.249 -4.088 3.711
H 1.771 -3.998 2.030
H 0.083 -4.322 2.410
H 1.016 -1.944 4.792
H 0.580 0.506 4.655
H 0.289 -2.189 0.581
F 4.479 1.425 -1.617
C 3.410 0.825 -2.108
F 2.604 1.756 -2.655
F 3.759 -0.039 -3.047
S 2.510 -0.053 -0.772
O 3.315 -1.140 -0.344
O 2.227 1.040 0.189
O 1.210 -0.383 -1.407

=====

A 2-piece molecular cluster, C9H12ClN2O5 overall, computed with ωB97M-V/def2-TZVPD.

Properties
* net charge: -1
* energy above the lowest of the compared OMol25 structures with the same formula, charge and spin: 149.4 kJ/mol

Positions of all 29 atoms, in Å:
C 0.042 -0.914 -4.183
C 0.678 -1.256 -2.867
O 0.634 -2.336 -2.363
O 1.361 -0.198 -2.276
C 1.069 -0.071 -0.926
O -0.047 0.052 -0.550
C 2.243 -0.071 0.016
C 1.825 -0.036 1.484
C 2.733 -0.118 2.478
N 2.027 -0.019 3.674
C 0.736 0.096 3.361
Cl -0.487 0.272 4.489
N 0.558 0.086 2.050
H -0.234 0.138 -4.209
H 0.723 -1.123 -5.009
H -0.863 -1.505 -4.296
H 2.905 0.779 -0.167
H 2.844 -0.964 -0.168
H 3.795 -0.204 2.347
H 2.422 -0.026 4.599
H -0.333 0.191 1.531
O -2.399 0.876 1.835
C -2.400 1.113 0.487
C -3.765 0.693 -0.250
O -3.723 0.918 -1.574
H -1.621 0.580 -0.083
H -2.242 2.178 0.184
H -4.560 1.240 0.321
H -3.921 -0.373 0.065

=====

One molecule with the formula C9H12ClNSi, computed with ωB97M-V/def2-TZVPD.

Properties
* structure (SMILES): Cc1cn([SiH2]Cl)c2c1=CCCC=2
* net charge: 0
* energy above the lowest of the compared OMol25 structures with the same formula, charge and spin: 194.9 kJ/mol

Positions of all 24 atoms, in Å:
C 0.013 3.020 0.053
C 0.662 1.702 0.079
C 1.970 1.274 0.090
N 2.126 -0.150 -0.052
Si 3.524 -1.103 0.301
Cl 4.981 0.130 -0.288
C 0.595 -0.646 0.091
C -0.155 0.529 0.047
C -1.497 0.446 -0.125
C -2.115 -0.830 -0.511
C -1.360 -1.974 0.092
C 0.145 -1.886 -0.054
H -0.739 3.022 -0.863
H 0.544 3.913 -0.079
H -0.744 2.997 0.880
H 2.917 1.879 0.179
H 3.380 -2.185 -0.556
H 3.728 -1.849 1.533
H -2.056 1.278 -0.458
H -3.132 -0.815 -0.335
H -1.975 -0.667 -1.654
H -1.716 -2.896 -0.276
H -1.718 -2.080 1.206
H 0.805 -2.738 -0.188

=====

C9H12ErN2O4S as an isolated structure, computed with ωB97M-V/def2-TZVPD.

Properties
* E: -59123.48333 eV
* spin multiplicity: 4
* net charge: +3

Positions of all 29 atoms, in Å:
O -0.075 -3.520 -3.497
C -0.121 -2.432 -3.090
Er -0.258 -0.111 -2.430
O -2.869 -0.115 -4.968
C -2.041 -0.116 -4.154
C 1.366 -0.090 -4.117
O 2.306 -0.074 -4.791
C -0.195 2.226 -3.152
O -0.171 3.315 -3.546
C -1.191 -2.064 2.118
C 0.180 -1.494 1.851
N 0.258 -1.010 0.426
C 0.936 0.154 0.078
S 2.063 0.077 -1.236
N 0.798 1.292 0.781
C -0.237 1.591 1.804
C 0.455 2.066 3.061
H -1.987 -1.333 1.952
H -1.236 -2.377 3.162
H -1.394 -2.937 1.490
H 0.441 -0.683 2.536
H 0.937 -2.285 1.945
H 0.566 -1.819 -0.154
H 1.307 2.110 0.427
H -0.902 2.374 1.408
H -0.839 0.694 1.956
H 1.037 2.970 2.857
H -0.275 2.285 3.841
H 1.145 1.307 3.440

=====

An isolated ion of composition C9H12F4N and charge +1, computed with ωB97M-V/def2-TZVPD.

Properties
* structure (SMILES): C=C/C(=C(\F)C(F)(F)F)[NH+]1CCCC1
* net charge: +1
* energy above the lowest of the compared OMol25 structures with the same formula, charge and spin: 106.0 kJ/mol

Positions of all 26 atoms, in Å:
C -0.918 -1.403 2.837
C -0.487 -0.352 2.161
C 0.179 -0.465 0.921
C 1.285 -1.855 0.684
F 1.304 -2.782 1.675
C 2.010 -2.130 -0.592
F 2.917 -2.989 -0.340
F 2.552 -0.906 -0.946
F 1.225 -2.473 -1.580
N 0.189 0.471 -0.096
C -0.339 1.812 0.222
C -0.307 2.448 -1.226
C -0.918 1.344 -2.071
C -0.830 0.022 -1.180
H -1.678 -1.119 3.545
H -0.793 -2.444 2.574
H -0.662 0.657 2.628
H 1.103 0.512 -0.559
H 0.347 2.327 0.992
H -1.305 1.775 0.625
H 0.788 2.593 -1.414
H -0.939 3.327 -1.148
H -2.080 1.417 -2.169
H -0.435 1.251 -3.152
H -1.705 -0.172 -0.609
H -0.501 -0.863 -1.781

=====

C9H12FI2N as an isolated structure, computed with ωB97M-V/def2-TZVPD.

Properties
* net charge: 0
* energy above the lowest of the compared OMol25 structures with the same formula, charge and spin: 211.3 kJ/mol

Positions of all 25 atoms, in Å:
C 0.527 -2.282 1.535
C 0.484 -1.374 0.616
C 0.296 -0.542 -0.399
C 1.055 3.169 -0.599
C 2.352 2.405 -0.796
C 0.957 1.701 -1.107
C -0.729 -2.843 2.269
C 0.019 -0.900 -1.837
C -2.811 -0.094 0.716
N 0.531 0.828 -0.147
F -3.532 -0.112 1.850
I -4.097 -0.550 -1.007
I -1.860 1.890 0.634
H 1.550 -2.643 1.666
H 0.880 3.201 0.469
H 0.995 4.025 -1.325
H 2.891 2.512 -1.713
H 2.871 1.866 0.117
H 0.610 1.803 -2.205
H -0.858 -3.912 1.901
H -1.460 -2.144 2.259
H -0.577 -2.957 3.421
H 0.859 -0.814 -2.349
H -0.733 -0.334 -2.146
H -0.219 -1.898 -1.822

=====

C9H12N16O3RuSbSe4 as an isolated structure, computed with ωB97M-V/def2-TZVPD.

Properties
* spin multiplicity: 2
* net charge: -2
* energy above the lowest of the compared OMol25 structures with the same formula, charge and spin: 415.1 kJ/mol

Positions of all 46 atoms, in Å:
Ru -0.217 -0.379 -0.933
N -2.315 1.197 1.345
N -3.544 0.620 0.980
C -3.773 0.120 -0.230
N -4.936 -0.521 -0.367
N -2.841 0.246 -1.192
N -3.109 -0.107 -2.463
O -2.138 -0.210 -3.189
O -4.264 -0.258 -2.889
H -2.435 1.509 2.298
H -2.140 1.997 0.753
H -3.990 0.067 1.740
H -5.408 -0.843 0.468
H -5.157 -0.878 -1.274
N 0.763 1.651 -3.646
C 1.421 0.453 -3.464
N 2.419 0.021 -4.213
N 2.787 -1.152 -3.646
N 2.051 -1.403 -2.613
N 1.150 -0.388 -2.477
C -0.014 2.248 -2.678
N -0.585 3.429 -2.851
N -1.183 3.695 -1.668
N -0.981 2.729 -0.842
N -0.227 1.775 -1.450
H 0.864 2.132 -4.520
Se -4.528 -1.936 2.951
Sb -3.117 -3.203 1.313
Se -1.064 -1.652 0.795
Se -0.990 -2.629 -1.255
Se -2.209 -5.107 2.517
N 5.141 -1.032 3.805
C 4.519 0.111 3.428
O 4.789 1.171 3.948
C 3.470 -0.011 2.351
C 2.725 1.107 2.041
C 1.720 1.022 1.090
N 1.452 -0.104 0.448
C 2.182 -1.177 0.707
C 3.194 -1.173 1.656
H 5.851 -0.966 4.510
H 4.977 -1.911 3.354
H 2.922 2.037 2.560
H 1.098 1.869 0.834
H 1.941 -2.065 0.144
H 3.727 -2.100 1.827

=====

One molecule with the formula C9H12N2O2S, computed with ωB97M-V/def2-TZVPD.

Properties
* spin multiplicity: 3
* net charge: 0
* energy above the lowest of the compared OMol25 structures with the same formula, charge and spin: 156.9 kJ/mol

Positions of all 26 atoms, in Å:
C 0.268 -1.896 -1.325
C 0.992 -1.755 -0.274
C -1.267 -1.680 -1.129
C 1.221 2.250 0.714
C -1.708 -0.822 0.053
C -0.550 -1.955 1.835
C -0.840 -0.646 1.236
C 0.505 -1.286 1.017
C 1.740 3.175 -0.319
N -1.981 -2.177 -2.022
N 1.874 1.061 0.718
O 0.322 2.457 1.540
O 2.930 -0.720 2.202
S 1.635 -0.084 2.038
H 0.510 -2.024 -2.263
H 2.024 -1.966 -0.373
H -1.825 0.207 -0.418
H -2.672 -1.245 0.323
H -0.201 -2.030 2.869
H -0.870 -2.867 1.376
H -0.948 0.190 1.859
H 2.710 3.581 -0.310
H 1.954 2.533 -1.140
H 1.006 3.911 -0.513
H -3.064 -1.991 -2.058
H 2.552 0.785 -0.037